1.
Formula: C45H53BrCrN3Si
Source: the Open Molecules 2025 dataset
Level of theory: the ωB97M-V functional and the def2-TZVPD basis

The geometry in XYZ format:
```
104
Properties=species:S:1:pos:R:3:forces:R:3:mulliken_spin:R:1
Cr 0.730 -0.400 0.479 0.03 0.22 0.02 3.86
C -0.345 3.227 1.577 0.07 0.08 -0.06 0.01
C 0.233 3.543 0.306 -0.08 0.04 0.11 0.03
C -0.140 2.512 -0.587 0.06 0.02 -0.04 0.10
C -0.883 1.529 0.179 -0.05 0.42 0.12 0.37
C -1.060 2.045 1.500 -0.09 -0.02 -0.02 -0.13
C -2.145 1.643 2.486 0.04 0.00 -0.03 -0.09
C -3.462 2.298 2.029 -0.04 0.04 -0.01 0.00
C -1.820 2.132 3.900 0.02 0.02 0.06 0.00
C -2.365 0.136 2.533 -0.03 -0.11 -0.07 0.07
C -0.040 2.423 -2.121 0.03 0.02 0.07 -0.08
C 1.368 2.068 -2.643 -0.01 -0.01 -0.03 0.01
C -0.550 3.709 -2.798 -0.01 0.05 0.05 0.00
C -0.977 1.325 -2.625 -0.05 0.01 -0.14 -0.08
C 1.072 4.830 0.173 -0.15 -0.02 -0.01 -0.01
C 0.186 6.024 -0.245 0.04 -0.04 -0.01 0.00
C 2.277 4.715 -0.769 0.02 0.03 0.04 0.00
C 1.659 5.211 1.545 0.08 0.02 0.13 0.00
H -0.234 3.825 2.476 -0.06 -0.10 -0.15 0.00
H -1.618 0.871 -0.269 0.12 -0.10 0.02 -0.16
H -3.333 3.380 1.939 -0.02 -0.07 0.01 0.00
H -4.271 2.094 2.744 0.06 0.01 -0.06 0.00
H -3.762 1.911 1.050 0.04 0.03 0.08 0.00
H -1.799 3.225 3.950 0.00 -0.09 -0.01 0.00
H -0.841 1.759 4.224 -0.09 0.02 -0.03 0.00
H -2.579 1.776 4.607 0.06 0.04 -0.05 0.00
H -2.529 -0.266 1.526 0.02 0.01 0.10 0.00
H -3.246 -0.107 3.140 0.08 0.01 -0.05 0.00
H -1.499 -0.362 2.971 -0.04 0.02 -0.02 -0.01
H 2.163 2.543 -2.069 -0.08 -0.09 -0.10 -0.01
H 1.474 2.360 -3.699 -0.04 -0.05 0.12 0.00
H 1.537 0.993 -2.574 0.00 0.04 0.00 -0.01
H 0.136 4.549 -2.715 0.08 -0.01 0.05 0.00
H -1.507 4.009 -2.363 0.04 0.00 -0.03 0.00
H -0.700 3.519 -3.867 0.02 0.02 0.06 0.00
H -0.725 0.368 -2.172 0.01 0.03 -0.04 0.06
H -0.866 1.212 -3.708 -0.01 -0.01 0.05 0.00
H -2.025 1.563 -2.406 0.09 -0.01 -0.03 0.00
H -0.261 5.881 -1.227 0.02 0.00 0.02 0.00
H 0.774 6.952 -0.264 -0.05 -0.09 0.01 0.00
H -0.628 6.144 0.476 0.06 -0.01 -0.05 0.00
H 2.013 4.472 -1.793 -0.10 0.07 0.01 0.00
H 2.965 3.937 -0.419 -0.04 0.04 -0.04 0.00
H 2.822 5.666 -0.780 -0.01 -0.05 0.00 0.00
H 0.883 5.527 2.246 0.06 -0.01 -0.06 0.00
H 2.355 6.050 1.423 -0.04 -0.04 0.01 0.00
H 2.199 4.376 2.001 -0.19 0.25 -0.08 0.00
N 2.289 -1.509 3.329 0.06 0.06 -0.25 0.00
C 2.684 -0.229 2.934 0.00 -0.33 0.39 0.06
C 3.828 0.291 3.550 -0.02 -0.17 0.08 -0.01
C 4.259 1.544 3.191 0.11 0.10 0.11 0.01
C 3.536 2.270 2.256 0.11 -0.04 -0.07 -0.01
C 2.421 1.682 1.707 -0.09 0.05 -0.06 0.05
N 2.002 0.447 2.034 -0.27 0.16 -0.24 -0.03
C 1.196 -2.305 3.023 0.30 0.01 0.38 0.06
C 1.125 -3.551 3.673 0.23 0.22 0.04 -0.01
C 0.051 -4.364 3.434 -0.08 -0.27 0.04 0.01
C -0.950 -3.928 2.574 -0.08 0.09 -0.07 0.00
C -0.786 -2.700 1.980 -0.28 -0.19 -0.14 0.07
N 0.271 -1.898 2.172 0.11 0.22 -0.15 -0.14
H 2.937 -1.946 3.958 0.05 -0.03 0.05 0.00
H 4.357 -0.301 4.289 0.00 0.04 -0.04 0.00
H 5.152 1.959 3.645 -0.01 -0.02 -0.02 0.00
H 3.840 3.257 1.939 0.04 -0.11 0.03 0.00
H 1.815 2.192 0.965 0.07 -0.06 -0.01 0.01
H 1.925 -3.854 4.339 -0.05 0.01 -0.02 0.00
H -0.006 -5.339 3.905 -0.01 0.05 -0.01 0.00
H -1.818 -4.527 2.337 0.05 0.03 0.04 0.00
H -1.524 -2.333 1.284 -0.05 0.03 0.01 -0.04
Br 2.966 -0.598 -0.777 0.11 -0.14 0.18 0.02
C 0.606 -1.926 -5.881 -0.03 0.00 0.11 0.00
C -0.691 -1.781 -5.405 0.06 0.00 0.09 0.00
C -0.942 -1.821 -4.035 0.01 -0.02 -0.03 -0.01
C 0.083 -2.005 -3.101 0.09 0.04 -0.13 0.00
C 1.381 -2.161 -3.609 -0.03 0.03 -0.08 0.00
C 1.643 -2.117 -4.974 -0.07 0.00 0.06 0.00
Si -0.174 -2.098 -1.198 -0.28 -0.41 -0.33 0.06
C 0.632 -3.831 -0.895 0.05 -0.15 0.06 -0.02
C 1.608 -4.050 0.084 0.02 -0.10 -0.17 0.01
C 2.189 -5.304 0.281 -0.09 0.12 -0.06 0.00
C 1.806 -6.380 -0.507 -0.06 0.10 -0.03 0.00
C 0.857 -6.186 -1.508 0.05 0.06 0.06 0.00
C 0.292 -4.932 -1.698 -0.01 0.05 0.05 0.01
C -2.079 -2.471 -1.112 -0.20 -0.04 0.16 -0.05
C -2.983 -1.420 -1.349 0.01 -0.01 0.08 0.01
C -4.362 -1.575 -1.220 0.16 -0.09 0.02 0.00
C -4.892 -2.801 -0.835 0.11 -0.03 0.00 0.00
C -4.027 -3.861 -0.584 0.04 0.10 -0.01 0.00
C -2.650 -3.694 -0.718 0.01 0.15 -0.08 -0.01
H 0.807 -1.891 -6.946 0.00 0.00 0.02 0.00
H -1.513 -1.637 -6.099 0.03 0.00 0.03 0.00
H -1.968 -1.708 -3.696 0.09 -0.01 -0.02 0.00
H 2.206 -2.308 -2.920 -0.05 0.02 -0.04 0.00
H 2.662 -2.232 -5.328 -0.05 0.01 0.02 0.00
H 1.967 -3.210 0.668 -0.02 -0.04 -0.02 0.02
H 2.954 -5.432 1.041 -0.04 0.02 -0.03 0.00
H 2.255 -7.356 -0.361 -0.01 0.02 0.00 0.00
H 0.570 -7.012 -2.151 0.00 0.03 0.02 0.00
H -0.425 -4.795 -2.503 0.02 -0.01 0.06 0.00
H -2.602 -0.441 -1.632 -0.08 -0.17 0.01 -0.02
H -5.018 -0.734 -1.410 0.01 0.00 0.00 0.00
H -5.963 -2.927 -0.728 0.02 0.00 0.00 0.00
H -4.425 -4.824 -0.278 0.02 0.04 -0.02 0.00
H -2.005 -4.539 -0.502 0.02 0.02 -0.02 0.00
```
Positions in Å, forces in eV/Å.

Computed properties:
**Molecular weight**: 795.926 g mol⁻¹
**F_max**: 0.6 eV/A
**Multiplicity**: 5
**Total charge**: -1
**⟨S²⟩**: 6.05
**LUMO (alpha / beta)**: 2.1385 / 2.1379 eV



2.
Formula: C51H47BiCl3GeN5O2
Source: the Open Molecules 2025 dataset
Level of theory: the ωB97M-V functional and the def2-TZVPD basis

The geometry in XYZ format:
```
110
Properties=species:S:1:pos:R:3:forces:R:3:lowdin_charge:R:1
Bi 1.025 0.730 0.460 -0.54 0.33 0.11 1.87
C 1.270 0.089 4.112 -0.21 -0.09 -0.06 -0.11
N 0.503 -0.619 3.062 0.19 0.37 -0.12 -0.18
C -0.916 -0.827 3.413 -0.07 0.08 0.01 -0.13
C -1.769 0.317 2.982 -0.07 -0.02 0.27 -0.21
C -2.472 1.104 3.854 0.14 -0.21 -0.05 -0.06
C -3.167 2.242 3.442 -0.21 0.25 -0.07 -0.10
C -3.067 2.591 2.076 0.04 -0.16 0.11 -0.09
C -2.394 1.786 1.216 0.08 0.26 -0.14 -0.16
N -1.811 0.590 1.607 0.23 0.16 0.42 -0.16
C 1.177 -1.870 2.722 0.04 -0.04 -0.02 -0.16
C 2.502 -1.655 2.049 0.12 -0.16 0.12 -0.32
C 3.528 -2.548 2.234 0.03 0.06 -0.04 -0.06
C 4.758 -2.380 1.594 0.09 -0.03 -0.08 -0.10
C 4.928 -1.216 0.819 -0.08 -0.15 0.09 -0.09
C 3.901 -0.334 0.683 0.06 0.03 -0.11 -0.16
N 2.655 -0.542 1.246 -0.02 -0.03 0.27 -0.17
C 1.058 1.581 4.169 -0.06 0.08 -0.37 -0.28
C 0.425 2.226 5.221 0.02 -0.08 0.17 -0.04
C 0.345 3.607 5.213 0.15 0.09 -0.15 -0.06
C 0.909 4.306 4.151 -0.11 0.02 0.27 -0.06
C 1.496 3.586 3.128 0.11 -0.33 -0.19 -0.13
N 1.569 2.253 3.137 -0.10 -0.01 -0.11 0.08
H 1.068 -0.351 5.099 -0.03 -0.08 -0.04 0.13
H 2.323 -0.069 3.875 0.01 0.01 0.09 0.12
H -1.262 -1.747 2.931 0.10 -0.04 0.04 0.12
H -1.036 -0.976 4.493 0.00 0.02 -0.01 0.13
H -2.473 0.828 4.901 0.13 -0.02 0.02 0.11
H -3.713 2.858 4.141 0.00 -0.03 0.00 0.09
H -3.527 3.494 1.697 0.06 0.02 -0.05 0.11
H -2.281 2.019 0.170 0.17 0.04 -0.03 0.07
H 1.343 -2.485 3.618 -0.03 -0.09 -0.06 0.13
H 0.513 -2.439 2.059 -0.06 0.07 0.00 0.11
H 3.373 -3.390 2.899 -0.06 0.02 0.00 0.11
H 5.560 -3.093 1.721 -0.01 0.01 0.02 0.09
H 5.875 -1.008 0.338 -0.02 0.09 0.01 0.10
H 4.011 0.592 0.137 0.03 -0.01 -0.01 0.09
H 0.017 1.651 6.042 -0.04 -0.02 0.02 0.11
H -0.133 4.138 6.026 -0.01 -0.02 0.01 0.11
H 0.914 5.387 4.135 -0.07 0.01 -0.06 0.10
H 1.948 4.060 2.263 -0.03 0.04 0.02 0.10
Cl -0.368 1.119 -2.710 -0.14 0.07 -0.04 0.60
C -0.751 2.844 -2.840 0.00 0.05 -0.04 -0.93
Cl -0.388 3.765 -1.365 -0.09 -0.16 -0.01 0.56
H -1.812 2.940 -3.045 0.00 -0.03 0.03 0.02
H -0.146 3.263 -3.635 -0.01 -0.03 -0.02 0.02
Cl 5.987 6.003 -4.984 0.03 0.07 -0.05 0.66
C 5.113 5.046 -3.828 -0.06 -0.09 0.10 -0.67
C 5.519 5.040 -2.502 0.04 0.03 -0.04 -0.10
C 4.823 4.266 -1.589 -0.05 0.00 -0.03 -0.01
C 3.740 3.497 -1.997 -0.02 0.01 0.12 -0.13
C 3.351 3.511 -3.331 0.02 -0.04 0.05 -0.02
C 4.030 4.292 -4.252 0.01 0.01 -0.07 -0.10
C 2.991 2.671 -0.978 -0.08 0.23 0.09 -0.68
O 3.159 2.890 0.229 0.03 -0.11 -0.09 -0.05
O 2.203 1.785 -1.456 0.09 -0.32 0.19 -0.32
H 6.367 5.638 -2.199 0.00 -0.01 0.01 0.10
H 5.109 4.246 -0.545 -0.02 0.01 0.01 0.12
H 2.515 2.895 -3.635 0.00 0.01 -0.02 0.11
H 3.731 4.320 -5.291 0.01 -0.01 0.00 0.10
C 4.349 -4.419 -2.255 0.01 0.06 0.02 -0.04
C 3.402 -3.304 -1.928 -0.13 0.05 0.03 -0.26
C 2.294 -3.500 -1.108 0.05 -0.10 -0.13 -0.01
C 1.428 -2.455 -0.873 -0.13 0.11 -0.05 -0.16
N 1.563 -1.238 -1.406 0.34 0.03 0.08 -0.01
C 2.639 -1.043 -2.181 -0.17 0.14 -0.20 -0.14
C 3.566 -2.029 -2.458 -0.02 -0.15 -0.06 -0.02
H 4.076 -5.332 -1.727 0.04 -0.01 0.00 0.08
H 5.372 -4.151 -1.987 0.00 -0.02 0.01 0.08
H 4.332 -4.621 -3.328 0.02 -0.03 0.01 0.09
H 2.093 -4.470 -0.671 0.02 0.02 0.04 0.12
H 0.565 -2.589 -0.237 -0.08 -0.06 0.09 0.08
H 2.735 -0.049 -2.599 0.05 -0.01 0.05 0.09
H 4.412 -1.805 -3.096 -0.01 0.03 -0.01 0.12
C -1.279 -0.286 0.611 0.37 -0.14 -0.84 -0.45
Ge -2.637 -0.866 -0.748 -0.35 -0.30 0.50 1.02
C -3.660 0.350 -1.944 0.43 -0.21 0.13 -0.27
C -4.182 1.581 -1.551 -0.01 0.06 0.04 -0.11
C -4.908 2.366 -2.438 -0.03 0.04 0.01 -0.09
C -5.126 1.934 -3.737 0.02 -0.03 -0.01 -0.09
C -4.660 0.687 -4.126 -0.06 0.02 -0.04 -0.08
C -3.951 -0.101 -3.231 0.01 0.02 0.02 -0.12
C -4.069 -1.619 0.433 0.18 0.06 -0.23 -0.24
C -4.648 -0.780 1.388 0.09 0.11 -0.02 -0.10
C -5.622 -1.241 2.261 -0.03 0.00 0.04 -0.08
C -6.030 -2.566 2.212 0.01 0.01 -0.02 -0.10
C -5.486 -3.409 1.255 -0.05 -0.03 0.02 -0.09
C -4.532 -2.934 0.365 -0.02 0.06 -0.02 -0.11
C -1.862 -2.392 -1.742 -0.09 0.26 0.15 -0.27
C -1.468 -2.355 -3.077 0.07 0.08 -0.03 -0.13
C -1.035 -3.500 -3.730 0.02 0.01 -0.04 -0.08
C -0.984 -4.712 -3.058 0.03 -0.01 0.01 -0.09
C -1.313 -4.757 -1.711 0.05 -0.05 0.02 -0.09
C -1.734 -3.606 -1.063 0.02 0.07 0.08 -0.16
H -1.018 -1.244 1.051 -0.16 -0.05 0.06 0.00
H -4.044 1.935 -0.536 -0.12 -0.01 -0.16 0.07
H -5.313 3.315 -2.109 0.03 0.00 0.01 0.10
H -5.670 2.558 -4.436 -0.03 -0.01 0.01 0.10
H -4.857 0.322 -5.126 0.00 -0.01 0.00 0.10
H -3.633 -1.087 -3.539 0.03 0.01 -0.08 0.08
H -4.337 0.259 1.453 -0.11 -0.07 0.05 0.08
H -6.067 -0.562 2.979 0.05 0.00 0.03 0.10
H -6.773 -2.936 2.907 -0.01 0.00 -0.01 0.10
H -5.810 -4.441 1.196 -0.01 0.01 -0.03 0.10
H -4.160 -3.601 -0.401 0.03 -0.05 0.00 0.08
H -1.479 -1.418 -3.621 -0.05 0.00 -0.02 0.07
H -0.745 -3.445 -4.773 0.01 0.00 0.01 0.10
H -0.680 -5.613 -3.575 0.04 0.01 0.00 0.10
H -1.247 -5.690 -1.164 0.01 0.00 -0.01 0.10
H -1.955 -3.652 -0.002 -0.09 -0.05 -0.02 0.10
```
Positions in Å, forces in eV/Å.

Computed properties:
**Molecular weight**: 1149.919 g mol⁻¹
**F_max**: 0.9 eV/A
**LUMO (alpha / beta)**: 0.0889 / 0.1958 eV



3.
Formula: C26H23OPt
Source: the Open Molecules 2025 dataset
Level of theory: the ωB97M-V functional and the def2-TZVPD basis

The geometry in XYZ format:
```
51
Properties=species:S:1:pos:R:3:forces:R:3:mulliken_spin:R:1
C 0.434 -1.595 2.137 -0.18 0.28 0.95 0.09
C -0.932 -1.909 1.601 -0.21 0.22 1.08 0.08
C -0.815 -2.204 0.255 -0.42 -0.49 -0.32 0.04
H -1.832 -1.746 2.217 0.50 -0.39 -0.60 0.01
C 0.587 -2.189 -0.099 0.50 -0.47 -0.98 -0.02
C 1.338 -1.833 1.022 0.95 0.01 -0.39 0.16
H 2.435 -1.768 1.111 -0.78 -0.02 -0.28 0.01
H 0.741 -1.473 3.186 0.42 -2.46 -0.25 0.10
H -1.640 -2.452 -0.407 0.29 0.09 0.14 0.00
H 0.977 -2.427 -1.097 -0.19 0.08 0.65 0.00
C -0.980 2.120 0.779 -1.05 0.61 -0.53 0.25
C -0.690 1.732 2.099 0.40 -0.29 1.49 0.12
C 0.805 1.466 2.161 -0.38 -0.43 2.79 0.11
H -1.388 1.497 2.910 0.09 1.12 -0.35 0.00
C 1.306 1.850 0.858 0.77 -0.26 -1.33 0.23
C 0.227 2.252 0.039 0.51 0.19 -0.45 -0.04
H 0.290 2.613 -0.995 0.04 -0.20 0.64 0.00
H -1.986 2.364 0.437 0.44 -0.09 0.00 0.01
H 1.443 1.229 3.020 0.31 2.06 0.13 0.03
H 2.379 1.891 0.608 -0.83 -0.03 0.09 0.00
Pt -0.007 -0.024 0.480 -1.23 -0.52 -3.93 0.63
O -0.304 -0.142 -3.449 -0.25 -0.55 -0.65 0.00
C -1.430 -0.905 -3.925 0.98 -0.11 -0.67 0.00
C -0.110 -0.909 -4.671 -1.04 -0.79 1.56 0.00
H -1.687 -1.798 -3.327 0.05 0.61 -0.28 0.00
H -2.260 -0.329 -4.376 0.52 -0.30 0.43 0.00
H 0.512 -1.819 -4.542 -0.36 0.68 -0.01 0.00
H 0.806 -1.923 -6.974 -0.01 0.22 -0.15 0.00
C 0.546 -0.869 -7.075 -0.28 0.11 0.93 0.00
C 0.055 -0.194 -5.938 0.19 0.98 -1.04 0.00
C -0.275 1.172 -6.044 0.22 -0.53 -0.12 0.00
H -0.624 1.709 -5.161 0.07 -0.15 -0.23 0.00
C -0.118 1.832 -7.262 0.02 -0.15 -0.05 0.00
H -0.366 2.890 -7.333 0.05 -0.22 -0.01 0.00
C 0.358 1.150 -8.383 0.00 -0.17 0.19 0.00
H 0.478 1.668 -9.334 -0.04 -0.12 0.26 0.00
C 0.690 -0.206 -8.281 -0.08 0.35 -0.13 0.00
H 1.068 -0.745 -9.143 -0.05 0.10 0.07 0.00
C 0.020 0.061 2.464 1.08 0.37 1.18 0.77
C -0.050 -0.077 3.915 -0.87 0.42 0.09 1.00
C -0.033 -0.058 5.282 -0.91 0.31 1.07 -0.23
C -1.158 0.439 6.065 2.14 -0.43 -0.39 0.33
C -0.984 0.650 7.412 -2.98 1.83 0.48 -0.09
C 0.067 0.156 8.097 1.99 -0.97 1.99 0.23
C 1.042 -0.619 7.422 -0.95 1.08 -0.80 -0.10
C 1.065 -0.588 6.036 0.43 -0.49 -0.03 0.29
H -2.056 0.627 5.563 -1.17 0.62 -0.55 0.00
H -1.765 1.253 7.994 1.04 -1.11 -1.01 0.00
H 0.165 0.347 9.210 -0.17 -0.44 -1.53 0.01
H 1.735 -1.194 7.976 0.92 -0.16 0.37 0.00
H 1.922 -0.974 5.462 -0.49 -0.04 0.50 -0.01
```
Positions in Å, forces in eV/Å.

Computed properties:
**Molecular weight**: 546.547 g mol⁻¹
**F_max**: 4.1 eV/A
**Multiplicity**: 5
**Total charge**: +1
**⟨S²⟩**: 6.07
**LUMO (alpha / beta)**: -3.4692 / -5.3171 eV